1.
96
Properties=species:S:1:pos:R:3 method="wB97M-V/def2-TZVPD" energy_ev=-71536.26224 smiles="CCCCN(CCCCC1=CC(=O)C=CC1=O)C(=S)SCCC.COCCOCCOC.COCCOCCOC" charge=0 max_force_ev_per_a=2.79 homo_ev=-8.3733 homo_lumo_gap_ev=7.827
C -0.268 -4.660 0.970
C -0.445 -4.893 -0.551
C -0.212 -3.623 -1.430
C -1.514 -3.049 -2.073
N -2.000 -1.914 -1.245
C -1.853 -0.597 -1.889
C -1.413 0.480 -0.859
C -0.236 -0.020 -0.021
C 0.251 1.016 1.026
C -0.798 1.207 2.104
C -1.019 2.372 2.657
C -2.115 2.472 3.691
O -2.070 3.197 4.627
C -3.307 1.567 3.449
C -3.081 0.404 2.902
C -1.643 0.062 2.602
O -1.225 -1.020 2.795
C -3.286 -2.130 -0.718
S -3.412 -2.863 0.741
S -4.773 -1.640 -1.593
C -5.950 -1.105 -0.309
C -7.240 -1.938 -0.243
C -7.185 -3.122 0.772
H -0.170 -3.609 1.256
H -1.161 -5.028 1.488
H 0.563 -5.232 1.396
H 0.271 -5.646 -0.893
H -1.466 -5.248 -0.719
H 0.570 -3.802 -2.178
H 0.183 -2.854 -0.760
H -1.262 -2.757 -3.099
H -2.281 -3.829 -2.114
H -2.735 -0.265 -2.448
H -1.029 -0.682 -2.608
H -1.115 1.369 -1.429
H -2.292 0.745 -0.251
H 0.596 -0.215 -0.715
H -0.436 -0.953 0.510
H 0.369 1.970 0.499
H 1.210 0.694 1.441
H -0.461 3.272 2.413
H -4.311 1.878 3.719
H -3.890 -0.283 2.678
H -5.504 -1.035 0.685
H -6.242 -0.084 -0.586
H -7.595 -2.295 -1.214
H -8.023 -1.267 0.135
H -7.964 -3.013 1.534
H -6.207 -3.137 1.256
H -7.382 -4.079 0.282
C 0.981 3.619 5.583
O 1.600 4.748 4.998
C 0.684 5.771 4.645
C 1.237 7.150 4.956
O 1.318 7.465 6.341
C 2.285 6.784 7.130
C 3.728 7.142 6.828
O 4.153 6.587 5.592
C 4.983 7.449 4.843
H 0.478 3.024 4.819
H 1.760 3.014 6.049
H 0.266 3.911 6.357
H -0.273 5.642 5.161
H 0.506 5.704 3.563
H 0.538 7.881 4.539
H 2.193 7.316 4.459
H 2.128 5.706 7.102
H 2.083 7.100 8.157
H 4.367 6.725 7.616
H 3.834 8.232 6.828
H 4.570 8.462 4.798
H 5.040 7.058 3.828
H 5.992 7.478 5.270
C 3.046 -6.201 -7.481
O 3.582 -5.069 -6.829
C 4.289 -4.197 -7.696
C 4.015 -2.739 -7.371
O 2.708 -2.286 -7.703
C 1.612 -2.771 -6.939
C 1.564 -2.280 -5.504
O 2.563 -2.900 -4.709
C 3.166 -2.025 -3.780
H 3.836 -6.926 -7.703
H 2.322 -6.661 -6.810
H 2.528 -5.922 -8.405
H 4.032 -4.384 -8.744
H 5.361 -4.388 -7.561
H 4.689 -2.138 -7.986
H 4.257 -2.513 -6.332
H 1.546 -3.858 -6.989
H 0.723 -2.383 -7.442
H 0.588 -2.543 -5.074
H 1.671 -1.190 -5.494
H 3.445 -1.074 -4.247
H 4.074 -2.500 -3.409
H 2.491 -1.842 -2.936

=====

2.
50
Properties=species:S:1:pos:R:3 method="wB97M-V/def2-TZVPD" energy_ev=-32196.75291 smiles="[H]/N=c1/[nH]cc(C(=O)N2C[C@H](C)[C@H](NC(=O)CCc3cccc(C)c3)C2)o1" charge=0 de_lowest_kcal_mol=33.72 max_force_ev_per_a=0.08 homo_ev=-8.2836 homo_lumo_gap_ev=8.925
H -4.020 5.351 1.338
N -4.645 5.148 0.566
C -4.488 3.971 0.144
N -5.177 3.373 -0.889
C -4.732 2.080 -1.063
C -3.771 1.870 -0.159
C -3.037 0.616 0.086
O -3.419 -0.406 -0.472
N -1.983 0.620 0.932
C -1.181 1.766 1.389
C 0.232 1.191 1.463
C 0.913 1.213 0.099
C -0.056 -0.242 1.955
N 0.998 -1.209 1.746
C 2.180 -1.112 2.409
O 2.350 -0.316 3.315
C 3.287 -2.069 1.995
C 3.064 -2.959 0.767
C 2.818 -2.204 -0.520
C 3.739 -1.266 -0.984
C 3.481 -0.550 -2.140
C 2.298 -0.747 -2.842
C 1.366 -1.678 -2.404
C 0.072 -1.903 -3.138
C 1.652 -2.405 -1.249
C -1.302 -0.646 1.171
O -3.606 3.024 0.605
H -5.887 3.854 -1.408
H -5.124 1.400 -1.796
H -1.252 2.594 0.688
H -1.530 2.111 2.365
H 0.839 1.722 2.194
H 0.303 0.717 -0.661
H 1.075 2.242 -0.225
H 1.880 0.712 0.124
H -0.271 -0.198 3.024
H 0.984 -1.705 0.871
H 3.486 -2.691 2.870
H 4.177 -1.451 1.865
H 2.230 -3.640 0.952
H 3.948 -3.591 0.649
H 4.660 -1.096 -0.438
H 4.202 0.176 -2.495
H 2.098 -0.169 -3.736
H -0.788 -1.724 -2.489
H -0.012 -1.241 -3.999
H 0.001 -2.932 -3.495
H 0.933 -3.146 -0.905
H -1.041 -1.116 0.217
H -1.945 -1.343 1.709

=====

3.
24
Properties=species:S:1:pos:R:3 method="wB97M-V/def2-TZVPD" energy_ev=-22229.14020 spin_multiplicity=3 charge=0 de_lowest_kcal_mol=22.33 max_force_ev_per_a=4.69 homo_ev="-5.8571 / -9.4307" homo_lumo_gap_ev="6.595 / 8.106"
C 1.368 -0.642 0.589
C 0.215 -0.489 -0.009
C 1.386 -1.033 1.997
C 0.180 -0.009 -2.295
C -1.279 2.058 -0.393
C -3.043 -0.435 0.156
Si 3.196 -0.582 -0.043
Si -1.373 0.451 0.493
H 1.368 -2.132 2.075
H 0.549 -0.764 2.640
H 2.364 -0.689 2.640
H -0.794 -0.040 -2.541
H 0.612 -1.007 -2.575
H 0.756 0.873 -2.416
H -2.148 2.746 -0.149
H -0.444 2.722 -0.341
H -1.744 1.871 -1.452
H -3.213 -1.466 0.600
H -3.805 0.263 0.524
H -3.247 -0.468 -0.963
H 3.255 0.564 -0.901
H 3.482 -1.987 -0.761
H 4.070 -0.571 1.260
H -1.710 0.765 1.863

=====

4.
62
Properties=species:S:1:pos:R:3 method="wB97M-V/def2-TZVPD" energy_ev=-89509.05961 spin_multiplicity=5 charge=0 max_force_ev_per_a=2.26 homo_ev="-7.4752 / -7.5689" homo_lumo_gap_ev="6.144 / 7.329"
C -1.887 0.434 3.179
C -0.900 1.197 2.486
C -1.550 1.895 1.424
H 0.158 1.270 2.750
C -2.945 1.571 1.455
C -3.162 0.647 2.530
H -4.116 0.212 2.810
H -1.689 -0.247 3.998
H -1.099 2.656 0.796
H -3.722 2.002 0.831
Mn -1.855 -0.280 1.134
Cl -2.420 0.069 -1.064
P 1.116 0.815 -1.410
C 1.239 2.479 -2.201
C 2.402 3.270 -2.210
H 3.316 2.917 -1.726
C 2.394 4.518 -2.846
H 3.305 5.123 -2.857
C 1.227 4.982 -3.465
H 1.222 5.955 -3.961
C 0.059 4.203 -3.446
H -0.851 4.559 -3.935
C 0.058 2.964 -2.804
H -0.851 2.354 -2.759
C 2.736 0.752 -0.527
C 2.761 1.326 0.763
H 1.849 1.780 1.166
C 3.941 1.323 1.506
H 3.957 1.782 2.497
C 5.102 0.738 0.974
H 6.024 0.737 1.559
C 5.078 0.153 -0.297
H 5.980 -0.305 -0.714
C 3.895 0.151 -1.046
H 3.883 -0.315 -2.035
C 1.479 -0.268 -2.862
C 1.923 0.198 -4.112
H 2.079 1.267 -4.283
C 2.175 -0.712 -5.147
H 2.530 -0.343 -6.114
C 1.971 -2.081 -4.944
H 2.166 -2.790 -5.752
C 1.512 -2.551 -3.704
H 1.357 -3.620 -3.539
C 1.254 -1.649 -2.672
H 0.875 -1.997 -1.706
C -2.435 -4.489 3.598
Si -3.270 -2.842 3.174
C -5.068 -3.089 2.705
C -3.323 -1.944 4.825
C -2.330 -2.336 1.627
H -2.956 -5.022 4.409
H -1.392 -4.336 3.919
H -2.418 -5.148 2.717
H -5.609 -3.623 3.502
H -5.572 -2.128 2.524
H -5.138 -3.678 1.780
H -2.345 -1.808 5.298
H -3.794 -0.957 4.804
H -3.917 -2.548 5.530
H -2.297 -3.373 1.239
H -2.113 -1.821 0.632